# 1
One molecule with the formula CHFN2OS at a distorted geometry, computed with the ωB97M-V functional and the def2-TZVPD basis.

```
7
Properties=species:S:1:pos:R:3:forces:R:3:mulliken_charge:R:1
C -0.119 0.306 -1.369 -0.6 -1.9 3.9 0.257
N -0.265 0.851 -2.340 -0.2 1.6 -3.1 -0.228
N 1.115 0.254 0.787 -0.4 0.3 1.7 -0.486
O -1.811 0.034 1.042 6.9 -1.7 -3.4 -0.468
F -0.153 -1.844 -0.169 -0.1 1.3 0.9 -0.182
S -0.203 -0.291 0.298 -3.9 2.2 2.6 0.782
H 1.435 0.691 1.752 -1.6 -1.8 -2.5 0.324
```
Positions in Å, forces in eV/Å.

Its SMILES is N#C[S@@](=N)(=O)F. As for the energy: -721.30966 a.u. The multiplicity is 1. The frontier orbital gap is 10.6 eV. The lowest unoccupied orbital energy is -0.0329 Ha. Its energy above the lowest of the compared OMol25 structures with the same formula, charge and spin is 4.1036 eV.

# 2
A 2-piece molecular cluster, C2H2BrI overall at a distorted geometry, computed with the ωB97M-V functional and the def2-TZVPD basis.

```
6
Properties=species:S:1:pos:R:3:forces:R:3:mulliken_charge:R:1
C 0.068 0.523 1.270 0.9 -3.1 -0.3 -0.022
C 0.444 -0.644 1.376 -1.0 2.7 -0.1 -0.336
Br 0.911 -2.372 1.571 0.0 0.3 0.0 0.013
I -0.733 -0.243 -2.637 0.0 0.1 0.0 -0.089
H -0.313 1.422 0.843 0.1 0.2 0.4 0.350
H -0.378 1.313 -2.423 0.0 -0.1 0.0 0.084
```
Positions in Å, forces in eV/Å.

Its SMILES is C#CBr.I. As for the energy: -2949.01475 a.u. The multiplicity is 1. The frontier orbital gap is 10.3 eV. The lowest unoccupied orbital energy is 0.0176 Ha. Its energy above the lowest of the compared OMol25 structures with the same formula, charge and spin is 1.3998 eV.

# 3
C20H25F3N6O2S3V as an isolated structure at a distorted geometry, computed with the ωB97M-V functional and the def2-TZVPD basis.

```
60
Properties=species:S:1:pos:R:3:forces:R:3:lowdin_spin:R:1
V 0.197 -0.643 0.285 1.7 -1.7 0.2 1.876
N 1.087 -2.227 -0.699 0.0 -1.0 -0.7 0.005
C 2.541 -2.096 -0.682 0.7 0.2 -0.3 0.006
C 2.893 -0.705 -1.210 0.3 -0.5 -0.1 0.002
N 2.122 0.326 -0.513 -0.5 0.3 -0.2 0.001
C 2.853 1.099 0.495 0.3 0.1 0.6 0.002
C 2.647 0.491 1.879 0.5 0.3 -0.1 0.001
N 1.212 0.374 2.094 -0.2 0.1 0.1 -0.002
H 0.772 -2.195 -1.671 0.1 -0.2 0.2 0.001
H 0.810 -3.144 -0.342 -0.1 0.3 0.0 0.003
H 2.892 -2.221 0.346 0.0 0.0 -0.1 0.001
H 3.028 -2.853 -1.312 0.0 0.1 0.2 0.001
H 3.969 -0.529 -1.106 -0.1 0.0 -0.1 0.000
H 2.643 -0.671 -2.274 0.0 0.0 0.1 0.000
H 1.772 0.984 -1.205 0.0 -0.1 0.1 0.001
H 3.923 1.155 0.257 -0.2 0.1 0.0 0.000
H 2.453 2.117 0.506 0.0 -0.1 -0.1 0.000
H 3.103 -0.502 1.924 0.0 0.0 0.1 0.000
H 3.132 1.125 2.635 0.0 -0.2 -0.1 -0.001
H 1.008 -0.049 2.996 0.0 0.1 -0.1 0.001
H 0.795 1.307 2.107 0.0 -0.3 0.0 0.001
O -2.000 3.826 -2.162 -0.1 0.2 -0.2 0.001
C -2.013 3.998 -0.836 0.1 -0.2 0.3 0.001
C -2.424 5.237 -0.335 0.0 -0.1 -0.2 0.000
C -2.448 5.481 1.020 0.0 -0.1 -0.2 0.001
C -2.080 4.489 1.922 0.0 -0.1 0.2 0.000
C -1.675 3.264 1.448 0.0 0.0 0.0 0.001
C -1.616 3.002 0.074 0.0 0.0 0.0 0.000
C -1.095 1.700 -0.340 -0.2 0.3 -1.7 0.007
O -0.677 0.897 0.548 -1.3 2.2 1.5 0.044
N -0.989 1.378 -1.614 -0.8 1.7 0.3 0.013
N -0.446 0.153 -1.837 0.4 -1.3 0.0 -0.008
C -0.418 -0.130 -3.099 -0.1 0.6 0.0 0.014
S 0.158 -1.628 -3.796 -0.2 0.0 -0.2 0.005
C 0.436 -0.914 -5.456 0.3 -0.1 0.3 0.001
C -0.689 0.054 -5.738 -0.3 0.1 0.4 0.000
S -0.951 1.090 -4.253 0.2 -0.4 -0.2 0.005
H -1.730 2.913 -2.379 0.1 -0.1 0.2 0.000
H -2.718 5.992 -1.046 0.0 0.1 -0.1 0.000
H -2.757 6.448 1.382 -0.1 0.1 0.0 0.000
H -2.110 4.679 2.982 0.0 0.0 0.1 0.000
H -1.407 2.470 2.134 0.0 0.1 0.0 0.000
H 0.457 -1.739 -6.166 0.0 0.0 0.0 0.000
H 1.406 -0.414 -5.440 -0.1 0.0 -0.1 0.000
H -1.625 -0.458 -5.965 0.1 0.0 0.0 0.000
H -0.433 0.724 -6.555 0.0 0.0 0.0 0.000
F -3.379 -4.372 1.720 0.1 0.0 -0.1 -0.001
C -3.123 -3.590 2.780 -0.4 -0.1 -0.1 -0.001
F -3.523 -4.265 3.864 0.2 -0.1 0.2 0.000
F -3.917 -2.516 2.678 0.1 0.1 0.1 0.000
C -1.665 -3.218 2.849 0.1 0.0 0.2 0.001
C -0.879 -3.605 3.914 -0.1 0.2 -0.4 0.007
C 0.471 -3.248 3.922 0.1 0.1 -0.2 0.000
C 0.963 -2.515 2.865 0.3 -0.3 0.6 0.004
N 0.207 -2.103 1.848 -0.3 -0.2 0.2 -0.002
C -1.097 -2.443 1.813 -0.1 -0.4 0.3 0.014
S -1.890 -1.821 0.450 -0.7 0.1 -0.6 -0.007
H -1.305 -4.174 4.725 -0.1 -0.1 0.1 0.000
H 1.116 -3.539 4.734 0.1 0.0 0.0 0.000
H 2.012 -2.248 2.833 0.0 0.1 0.0 0.000
```
Positions in Å, forces in eV/Å.

As for the expectation value of S²: 2.013. As for the energy: -3694.24325 a.u. The multiplicity is 3. The frontier orbital gap (alpha / beta) is 8.1 / 7.8 eV. The lowest unoccupied orbital energy (alpha / beta) is -0.0894 / -0.0997 Ha. The total charge is +1. Its energy above the lowest of the compared OMol25 structures with the same formula, charge and spin is 1.0043 eV.

# 4
One molecule with the formula C21H27FN4OS, computed with the ωB97M-V functional and the def2-TZVPD basis.

```
55
Properties=species:S:1:pos:R:3:forces:R:3:mulliken_charge:R:1
C -6.565 -1.339 -0.993 0.6 -0.1 0.0 -0.920
H -6.767 -1.247 0.070 -0.1 0.0 0.0 0.306
H -7.267 -2.034 -1.444 -0.1 0.0 0.0 0.374
H -6.631 -0.376 -1.492 -0.1 0.1 0.0 0.275
S -4.922 -2.069 -1.245 -0.2 0.0 0.0 -0.076
C -3.847 -1.005 -0.322 -0.3 -0.2 -0.2 0.778
C -2.540 -1.438 -0.133 -0.3 0.1 -0.1 -1.247
C -1.627 -0.659 0.545 0.2 0.1 0.1 0.027
C -1.981 0.592 1.071 -0.3 -0.2 -0.1 0.511
C -3.310 0.995 0.892 0.1 0.1 0.0 -0.707
C -4.223 0.221 0.204 0.1 -0.1 -0.1 -0.574
H -5.231 0.590 0.093 -0.1 0.0 0.0 0.320
H -3.654 1.928 1.311 0.0 0.1 0.1 0.298
N -1.105 1.380 1.809 0.1 0.1 0.4 0.107
C -1.097 2.815 1.600 0.0 0.3 -0.4 -1.378
C -0.233 3.177 0.383 -0.1 0.1 0.2 -0.357
N 1.115 2.696 0.594 -0.1 0.0 0.1 0.040
C 2.115 3.216 -0.310 0.0 0.1 -0.2 -1.032
C 1.947 2.960 -1.829 0.2 -0.2 0.2 -0.458
H 0.894 2.784 -2.059 -0.1 0.1 -0.1 0.282
C 2.787 1.812 -2.402 0.0 0.3 -0.1 -0.939
N 2.227 0.503 -2.161 -0.2 0.0 -0.2 -0.180
C 2.789 -0.376 -1.284 -0.3 -0.1 -0.3 0.451
O 3.845 -0.168 -0.727 0.4 0.0 0.3 -0.663
N 2.025 -1.513 -1.116 -0.4 -0.1 -0.3 -0.011
C 2.239 -2.563 -0.230 0.0 -0.2 0.2 0.203
C 3.323 -2.654 0.638 0.1 0.1 0.0 -0.504
C 3.440 -3.732 1.496 -0.1 -0.1 0.0 -0.769
C 2.490 -4.739 1.514 0.0 0.0 0.0 -0.422
C 1.402 -4.670 0.659 -0.1 0.2 -0.1 -0.663
C 1.295 -3.593 -0.193 0.1 0.0 0.1 0.697
F 0.229 -3.515 -1.037 0.1 0.1 0.0 -0.389
H 0.641 -5.433 0.643 -0.1 -0.1 0.0 0.444
H 2.590 -5.576 2.187 0.0 -0.1 0.1 0.382
H 4.289 -3.784 2.160 0.1 0.0 0.1 0.393
H 4.064 -1.873 0.624 0.0 0.0 0.0 0.516
H 1.182 -1.601 -1.666 0.2 0.1 0.1 0.286
H 1.322 0.313 -2.559 0.1 -0.1 0.1 0.221
H 3.783 1.809 -1.955 -0.1 0.0 -0.1 0.366
H 2.888 1.949 -3.484 0.1 0.0 0.1 0.399
H 2.243 3.867 -2.357 0.0 0.0 -0.1 0.373
H 3.079 2.815 0.014 0.1 0.1 0.0 0.519
H 2.133 4.298 -0.146 0.1 0.0 0.0 0.413
C 1.125 1.262 0.795 -0.1 -0.1 0.3 0.012
C 0.258 0.935 2.014 0.2 -0.2 -0.2 -1.871
H 0.281 -0.129 2.243 0.0 0.0 0.0 0.528
H 0.649 1.478 2.880 0.0 -0.1 0.0 0.448
H 2.152 0.936 0.964 0.0 -0.1 0.0 0.643
H 0.715 0.725 -0.077 0.1 0.0 0.1 0.279
H -0.203 4.262 0.258 0.0 0.0 0.0 0.520
H -0.709 2.734 -0.513 0.0 0.1 0.0 0.235
H -2.106 3.194 1.455 0.0 0.0 0.1 0.375
H -0.672 3.281 2.493 -0.1 0.0 -0.1 0.420
H -0.628 -1.047 0.662 0.1 0.0 0.0 0.269
H -2.238 -2.393 -0.535 0.1 -0.1 0.0 0.448
```
Positions in Å, forces in eV/Å.

Its SMILES is CSc1ccc(N2CCN(CCCNC(=O)Nc3ccccc3F)CC2)cc1. As for the energy: -1608.76146 a.u. The multiplicity is 1. The frontier orbital gap is 7.8 eV. The lowest unoccupied orbital energy is 0.0237 Ha. Its energy above the lowest of the compared OMol25 structures with the same formula, charge and spin is 0.1563 eV.

# 5
C24H43N5O7Sb2W as an isolated structure at a distorted geometry, computed with the ωB97M-V functional and the def2-TZVPD basis.

```
82
Properties=species:S:1:pos:R:3:forces:R:3:mulliken_charge:R:1
W -0.083 1.199 0.948 0.8 1.1 -0.2 1.559
O 1.476 3.553 -0.005 -0.1 0.0 0.0 -0.275
C 1.418 4.868 0.579 0.2 -0.1 0.1 -0.555
C -0.003 5.360 0.645 0.0 0.0 -0.1 -0.948
N -0.873 4.537 1.490 0.0 0.2 0.0 0.244
C -0.625 4.483 2.900 0.1 -0.2 0.2 -1.078
C -0.288 3.071 3.382 0.0 -0.1 -0.6 0.287
O -0.559 2.540 4.398 0.0 0.0 0.2 -0.484
O 0.383 2.319 2.362 -0.4 0.2 0.1 -0.321
C -2.204 4.361 1.032 0.1 -0.2 -0.1 -1.012
C -2.382 3.143 0.123 -0.1 0.3 0.3 0.300
O -3.317 2.683 -0.388 0.1 -0.1 -0.2 -0.387
O -1.064 2.389 0.000 0.2 -0.8 0.5 -0.319
H 2.411 3.326 -0.075 -0.1 0.0 0.0 0.234
H 1.996 5.566 -0.030 0.0 0.0 0.0 0.544
H 1.872 4.842 1.575 0.0 0.0 0.0 0.342
H -0.422 5.353 -0.363 0.0 0.0 0.0 0.399
H 0.008 6.403 0.982 0.0 0.0 0.0 0.393
H -1.472 4.796 3.516 0.0 0.1 0.0 0.484
H 0.217 5.125 3.174 0.0 0.0 0.0 0.413
H -2.612 5.210 0.471 0.0 0.0 0.0 0.515
H -2.905 4.168 1.851 0.0 0.1 0.0 0.450
C -3.901 0.118 1.342 -0.1 0.1 0.0 -1.218
Sb -2.283 -0.378 0.079 -0.4 -0.1 0.2 0.653
C -2.991 -0.101 -1.885 0.1 0.0 0.0 -1.188
C -2.170 -2.516 0.207 0.1 0.0 -0.2 -1.118
C -3.010 -3.039 1.324 0.1 -0.1 0.0 0.344
C -4.273 -3.560 1.070 0.0 0.0 0.0 -0.809
C -5.057 -4.049 2.107 0.0 0.0 0.0 -0.781
C -4.580 -4.020 3.409 0.0 0.0 0.0 -0.739
C -3.322 -3.496 3.672 0.0 0.0 0.0 -0.846
C -2.532 -2.998 2.640 0.0 0.0 0.0 1.175
C -1.173 -2.466 2.926 -0.1 0.0 -0.1 -1.734
Sb -0.861 -0.347 3.192 0.8 -0.3 0.4 0.944
C -1.527 -0.141 5.205 -0.4 0.2 -0.3 -1.169
C 1.245 -0.475 3.534 0.0 0.0 0.1 -1.158
H -4.218 -0.799 1.842 0.0 0.0 0.0 0.482
H -4.708 0.505 0.722 0.0 0.0 0.0 0.498
H -3.642 0.879 2.077 0.0 0.0 0.0 0.376
H -3.894 -0.714 -1.879 0.0 0.1 -0.1 0.457
H -2.284 -0.485 -2.615 0.0 0.0 0.0 0.369
H -3.223 0.942 -2.066 0.0 0.0 0.0 0.417
H -1.121 -2.803 0.249 0.0 0.0 0.0 0.421
H -2.561 -2.804 -0.770 0.0 -0.1 0.0 0.854
H -4.644 -3.610 0.052 0.0 0.0 0.0 0.470
H -6.033 -4.465 1.897 0.0 0.0 0.0 0.454
H -5.178 -4.420 4.217 0.0 0.0 0.0 0.461
H -2.941 -3.509 4.688 0.0 0.0 0.0 0.503
H -0.405 -2.758 2.210 0.0 -0.1 0.0 0.600
H -0.830 -2.736 3.930 0.0 -0.2 0.0 0.923
H -0.624 -0.456 5.725 -0.1 0.0 0.1 0.449
H -2.347 -0.847 5.316 0.0 0.0 0.1 0.405
H -1.818 0.866 5.471 0.0 0.0 0.0 0.443
H 1.415 0.050 4.473 0.1 0.0 0.0 0.455
H 1.901 -0.044 2.784 -0.1 0.0 -0.1 0.196
H 1.456 -1.540 3.628 0.1 0.0 0.1 0.601
N 0.955 0.386 -2.460 0.0 -0.1 0.0 -0.431
C 2.185 0.110 -1.729 0.3 0.0 0.1 -0.122
C 2.965 -1.183 -2.037 0.0 0.0 0.0 -0.680
C 4.035 -1.061 -3.147 0.0 0.0 0.0 -1.131
C 3.686 -1.714 -4.486 0.0 0.0 0.0 -0.722
N 4.866 -1.678 -5.349 0.0 -0.1 0.0 -0.126
C 5.103 -2.478 -6.399 0.0 0.0 0.0 0.819
N 6.253 -2.376 -7.053 0.0 0.0 0.0 -0.357
N 4.198 -3.368 -6.789 0.0 0.0 0.1 -0.324
C 1.743 0.178 -0.281 -0.6 -0.5 0.5 0.519
O 2.098 1.045 0.560 -0.7 0.4 -0.3 -0.634
O 0.698 -0.512 0.165 0.1 0.0 -0.9 -0.471
H 0.574 -0.443 -2.898 0.0 0.0 0.0 0.256
H 1.080 1.102 -3.165 0.0 0.0 0.0 0.269
H 2.846 0.972 -1.835 0.1 -0.1 0.0 0.578
H 2.256 -1.989 -2.247 0.0 0.0 0.0 0.521
H 3.483 -1.480 -1.122 0.0 0.0 0.0 0.402
H 4.950 -1.534 -2.788 0.0 0.0 0.0 0.456
H 4.280 -0.007 -3.309 0.0 0.0 0.0 0.432
H 2.847 -1.208 -4.975 0.0 0.0 0.0 0.315
H 3.406 -2.756 -4.312 0.0 0.0 0.0 0.426
H 5.552 -0.961 -5.169 0.0 0.0 0.0 0.226
H 6.980 -1.749 -6.750 0.0 0.0 0.0 0.199
H 6.449 -2.939 -7.865 0.0 0.0 0.0 0.214
H 3.296 -3.431 -6.354 0.0 0.0 0.0 0.171
H 4.384 -4.005 -7.548 0.0 0.0 0.0 0.216
```
Positions in Å, forces in eV/Å.

As for the energy: -2286.95288 a.u. The multiplicity is 1. The frontier orbital gap is 5.2 eV. The lowest unoccupied orbital energy is -0.4721 Ha. The total charge is +4. Its energy above the lowest of the compared OMol25 structures with the same formula, charge and spin is 3.3135 eV.

# 6
One molecule with the formula C3H6Cl3P at a distorted geometry, computed with the ωB97M-V functional and the def2-TZVPD basis.

```
13
Properties=species:S:1:pos:R:3:forces:R:3:lowdin_spin:R:1
C -1.565 -1.273 0.551 1.4 2.3 4.9 0.133
C 2.185 0.137 -1.393 0.8 -1.7 -3.3 0.056
C -0.578 -0.105 0.515 -3.4 0.4 0.9 1.147
P -1.167 1.579 0.517 1.5 -0.8 0.5 0.194
Cl 0.350 -0.256 -1.357 3.9 0.2 -2.5 0.275
Cl 0.645 2.551 1.154 -0.7 -0.4 -0.3 0.046
Cl -2.204 1.411 2.257 -0.7 0.7 1.0 0.078
H -2.191 -1.064 1.482 0.5 -0.4 -0.9 0.023
H -1.028 -2.134 0.838 0.7 -1.3 0.0 0.015
H -2.284 -1.507 -0.128 -1.5 -0.2 -2.9 0.018
H 2.441 0.884 -2.167 -0.9 -0.5 -0.1 0.007
H 2.761 -0.817 -1.705 -1.2 1.5 0.8 0.007
H 2.637 0.593 -0.563 -0.4 0.1 2.0 0.003
```
Positions in Å, forces in eV/Å.

As for the expectation value of S²: 2.011. As for the energy: -1839.66806 a.u. The multiplicity is 3. The frontier orbital gap (alpha / beta) is 6.9 / 8.7 eV. The lowest unoccupied orbital energy (alpha / beta) is 0.0201 / -0.0391 Ha. Its energy above the lowest of the compared OMol25 structures with the same formula, charge and spin is 1.6222 eV.